# 1
Density functional theory data (wB97M-V/def2-TZVPD) for 11 unconnected molecules or ions with the total composition C23H71BFO12P.

Element x y z (Å)
C: 3.457 -2.236 1.501
C: 2.626 -3.354 2.100
F: 2.447 -3.126 3.483
P: 0.839 -3.375 1.391
C: -0.936 -3.348 0.694
B: -1.912 -2.809 1.780
O: -1.971 -1.458 2.053
O: -2.724 -3.667 2.541
H: 4.421 -2.579 1.125
H: 3.651 -1.493 2.274
H: 2.928 -1.705 0.704
H: 3.100 -4.336 2.005
H: 1.393 -3.221 0.086
H: 0.617 -4.656 1.968
H: 0.603 -2.260 2.240
H: -1.247 -4.352 0.402
H: -0.937 -2.673 -0.169
H: -1.940 -1.326 3.016
H: -2.225 -4.305 3.064
C: 4.781 1.878 3.869
C: 4.847 1.445 2.418
O: 3.565 1.095 1.899
H: 4.349 1.086 4.483
H: 5.776 2.117 4.246
H: 4.156 2.768 3.978
H: 5.461 0.551 2.313
H: 5.300 2.236 1.813
H: 2.998 1.870 1.959
C: -2.474 1.272 5.853
C: -3.024 -0.067 5.408
O: -1.999 -0.958 4.966
H: -1.913 1.740 5.043
H: -3.284 1.939 6.150
H: -1.799 1.154 6.704
H: -3.690 0.057 4.557
H: -3.599 -0.532 6.214
H: -1.380 -1.121 5.683
C: -6.593 1.067 1.489
C: -5.747 1.353 2.711
O: -6.151 0.598 3.853
H: -7.642 1.281 1.692
H: -6.281 1.675 0.641
H: -6.509 0.014 1.206
H: -5.837 2.398 3.008
H: -4.690 1.156 2.490
H: -6.074 -0.334 3.626
C: 0.249 0.896 -0.729
C: -1.177 1.188 -1.160
O: -2.002 0.033 -1.105
H: 0.681 0.115 -1.357
H: 0.874 1.788 -0.804
H: 0.275 0.547 0.306
H: -1.206 1.524 -2.196
H: -1.600 1.986 -0.538
H: -1.995 -0.277 -0.191
C: 8.296 3.569 -0.488
C: 7.433 4.315 0.508
O: 7.653 3.899 1.855
H: 8.120 2.495 -0.410
H: 8.084 3.884 -1.509
H: 9.356 3.748 -0.287
H: 6.376 4.125 0.317
H: 7.598 5.394 0.421
H: 8.576 4.063 2.070
C: 7.058 4.977 -5.736
C: 8.236 4.722 -4.817
O: 7.929 3.789 -3.784
H: 6.200 5.347 -5.178
H: 7.311 5.716 -6.497
H: 6.759 4.055 -6.242
H: 8.528 5.638 -4.303
H: 9.099 4.370 -5.392
H: 7.678 2.958 -4.198
C: 4.987 8.317 -8.721
C: 4.735 6.962 -8.090
O: 4.612 7.034 -6.673
H: 5.888 8.769 -8.305
H: 5.107 8.227 -9.802
H: 4.151 8.995 -8.530
H: 5.575 6.291 -8.274
H: 3.841 6.501 -8.523
H: 3.866 7.605 -6.466
C: -7.266 5.283 -1.922
C: -6.887 3.851 -1.599
O: -7.749 3.263 -0.631
H: -7.258 5.891 -1.017
H: -6.571 5.717 -2.642
H: -8.270 5.330 -2.351
H: -5.889 3.808 -1.163
H: -6.876 3.245 -2.512
H: -8.643 3.264 -0.986
C: -4.630 -7.159 -0.170
C: -3.219 -7.392 0.335
O: -2.514 -6.168 0.527
H: -4.609 -6.600 -1.106
H: -5.139 -8.109 -0.335
H: -5.208 -6.577 0.552
H: -2.641 -7.960 -0.393
H: -3.235 -7.969 1.265
H: -2.990 -5.645 1.184
C: -6.636 -11.327 0.415
C: -5.231 -11.555 0.938
O: -4.533 -10.335 1.169
H: -6.609 -10.749 -0.509
H: -7.137 -12.276 0.219
H: -7.235 -10.773 1.142
H: -4.632 -12.097 0.207
H: -5.259 -12.153 1.856
H: -5.024 -9.831 1.826

The calculation puts the HOMO energy at -7.92 eV. For the gap between HOMO and LUMO, the calculation gives 8.51 eV. The SMILES is C[C@@H](F)[PH3]CB(O)O.CCO.CCO.CCO.CCO.CCO.CCO.CCO.CCO.CCO.CCO. As for the electronic energy: -2287.75207 Eh. Its LUMO energy is 0.6 eV.

---

# 2
Density functional theory data (wB97M-V/def2-TZVPD) for 16 unconnected molecules or ions with the total composition C23H72BrN3O17S2.

Element x y z (Å)
C: 3.480 -1.651 -3.386
C: 3.564 -0.334 -2.443
S: 1.962 -0.014 -1.497
C: 1.180 1.490 -2.242
C: -0.426 1.465 -2.344
Br: -0.858 2.955 -3.658
C: -1.169 1.953 -0.983
N: -1.795 2.187 0.029
C: -1.071 0.140 -2.999
N: -2.395 0.555 -3.609
C: -0.137 -0.289 -4.259
N: 0.400 -0.815 -5.217
S: -1.278 -1.337 -1.898
C: -2.973 -2.153 -2.028
O: -0.941 -1.143 -0.442
O: -0.307 -2.407 -2.418
H: 2.467 -1.759 -3.912
H: 3.587 -2.569 -2.689
H: 4.359 -1.666 -4.145
H: 4.452 -0.528 -1.719
H: 3.831 0.619 -3.055
H: 1.460 2.400 -1.577
H: 1.604 1.739 -3.296
H: -2.568 0.022 -4.473
H: -3.156 0.456 -2.920
H: -2.820 -3.246 -1.684
H: -3.777 -1.610 -1.423
H: -3.213 -2.221 -3.161
C: 4.199 -0.412 2.178
O: 4.073 -1.199 1.003
H: 5.250 -0.374 2.468
H: 3.842 0.601 1.980
H: 3.616 -0.864 2.985
H: 3.134 -1.214 0.769
C: 3.778 3.147 3.491
O: 4.469 2.763 2.312
H: 3.006 2.407 3.705
H: 4.479 3.192 4.329
H: 3.313 4.124 3.340
H: 5.145 3.435 2.148
C: 1.226 6.102 2.575
O: 1.104 5.313 1.401
H: 2.276 6.142 2.867
H: 0.867 7.115 2.376
H: 0.643 5.650 3.382
H: 0.165 5.295 1.166
C: -2.500 6.694 1.225
O: -1.805 6.310 0.045
H: -3.271 5.952 1.438
H: -1.801 6.741 2.064
H: -2.968 7.670 1.074
H: -1.129 6.984 -0.119
C: -4.841 -6.105 -2.278
O: -4.185 -5.102 -1.515
H: -5.606 -5.633 -2.898
H: -4.117 -6.610 -2.920
H: -5.312 -6.825 -1.608
H: -3.515 -5.546 -0.977
C: 6.715 -3.724 2.429
O: 5.633 -3.332 3.260
H: 7.430 -4.293 3.025
H: 6.346 -4.348 1.614
H: 7.208 -2.835 2.025
H: 5.016 -2.831 2.707
C: 8.098 -6.673 0.273
O: 7.999 -5.272 0.067
H: 7.375 -6.969 1.034
H: 7.876 -7.198 -0.660
H: 9.105 -6.926 0.613
H: 8.648 -5.037 -0.609
C: 7.815 0.632 0.236
O: 7.557 1.751 1.069
H: 8.836 0.701 -0.141
H: 7.704 -0.290 0.812
H: 7.118 0.632 -0.607
H: 6.647 1.665 1.388
C: -4.860 -9.839 -2.276
O: -4.201 -8.837 -1.510
H: -5.624 -9.366 -2.895
H: -4.138 -10.342 -2.918
H: -5.332 -10.561 -1.606
H: -3.532 -9.282 -0.974
C: -3.812 -13.029 -4.446
O: -4.010 -12.449 -3.165
H: -4.633 -12.728 -5.099
H: -2.867 -12.677 -4.867
H: -3.800 -14.118 -4.360
H: -3.272 -12.731 -2.608
C: 3.985 8.181 4.737
O: 2.662 8.012 5.223
H: 3.967 8.151 3.647
H: 4.378 9.146 5.066
H: 4.621 7.373 5.110
H: 2.708 8.042 6.188
C: -8.345 -8.573 -1.426
O: -8.468 -9.366 -2.595
H: -7.294 -8.531 -1.136
H: -8.705 -7.561 -1.629
H: -8.926 -9.021 -0.616
H: -9.405 -9.386 -2.829
C: -2.536 9.477 4.062
O: -1.369 9.354 3.262
H: -3.413 9.441 3.416
H: -2.579 8.651 4.777
H: -2.517 10.431 4.594
H: -0.609 9.388 3.859
C: -3.715 7.178 -2.871
O: -3.919 7.755 -1.593
H: -4.532 7.478 -3.528
H: -2.768 7.533 -3.287
H: -3.700 6.089 -2.784
H: -3.181 7.473 -1.034
C: -5.867 7.382 3.948
O: -6.130 8.501 4.780
H: -4.845 7.453 3.575
H: -5.978 6.461 4.526
H: -6.561 7.380 3.105
H: -7.038 8.414 5.097

The calculation puts the HOMO energy at -8.63 eV. For the gap between HOMO and LUMO, the calculation gives 8.34 eV. As for the electronic energy: -5732.75804 Eh. Its LUMO energy is -0.3 eV.